9
Properties=species:S:1:pos:R:3:forces:R:3:mulliken_charge:R:1 method="wB97M-V/def2-TZVPD" total_charge=-1 lumo_energy_ev=4.24 molar_mass_g_mol=99.15 max_force_ev_per_a=3.686 orbital_gap_ev=8.7 de_lowest_kcal_mol=30.6
Si 0.49620 0.89034 0.05520 -0.79 0.55 2.62 0.247
N 0.88247 -1.32494 -1.98961 0.18 -0.72 -0.75 -0.506
N -1.78464 -2.20541 0.65154 -0.40 -0.33 0.00 -0.696
N -0.96770 -0.06721 0.76054 0.80 3.19 0.53 -0.618
N -1.39054 -1.13558 0.69260 -0.71 -3.60 -0.30 0.894
C 0.64362 -0.43859 -1.30261 -0.37 0.14 0.32 0.181
H 1.92447 1.16212 -0.24266 0.34 0.70 -0.34 -0.220
H 0.77559 1.24396 1.68563 -0.13 -0.32 -1.49 -0.163
H -0.57946 1.87532 -0.31065 1.08 0.39 -0.58 -0.119


13
Properties=species:S:1:pos:R:3:forces:R:3:mulliken_charge:R:1 method="wB97M-V/def2-TZVPD" total_charge=-1 lumo_energy_ev=4.31 molar_mass_g_mol=82.08 max_force_ev_per_a=1.497 orbital_gap_ev=8.4 de_lowest_kcal_mol=4.3
O 0.30695 -1.42456 -1.96196 1.10 0.63 0.80 -0.720
O -0.60932 0.13103 0.06117 0.31 0.30 -0.37 -0.928
O 0.29737 2.46991 -0.89579 0.39 -1.07 -0.20 -0.734
N -0.31211 -1.21159 2.04947 -0.10 0.77 -0.93 -0.803
C 0.11159 -0.01685 1.18586 -0.14 -0.59 1.01 -0.363
H 1.22721 -1.56113 -1.65065 -0.77 -0.08 -0.47 0.273
H -1.32307 -1.05239 2.05208 0.06 -0.20 0.26 0.283
H 0.03852 1.57475 -0.47233 -0.54 0.63 -0.09 0.433
H 1.18825 -0.17721 0.99539 0.20 0.03 0.11 0.283
H 0.01318 0.81931 1.90919 0.14 0.18 -0.25 0.303
H 0.72769 2.11483 -1.69057 -0.13 0.45 0.17 0.279
H 0.02073 -0.71231 -1.29069 -0.51 -0.62 -0.07 0.420
H -0.23229 -1.96281 1.37213 0.00 -0.43 0.03 0.274


9
Properties=species:S:1:pos:R:3:forces:R:3:mulliken_charge:R:1 method="wB97M-V/def2-TZVPD" total_charge=0 lumo_energy_ev="-0.83 / -0.63" molar_mass_g_mol=92.10 max_force_ev_per_a=3.776 orbital_gap_ev="7.3 / 7.6" de_lowest_kcal_mol=107.2
S 0.64571 -1.36046 0.46195 0.21 1.35 0.38 0.063
P 3.05025 0.32767 -0.38983 -0.27 1.71 0.58 -0.111
C 1.61549 0.05101 0.39178 0.08 -1.01 -0.63 0.044
C -0.01720 -1.66246 -0.97672 2.77 0.89 0.08 -0.651
H 3.12409 1.85158 -0.14852 -0.13 -1.79 -0.21 0.047
H 1.67283 -1.23461 3.24195 -1.68 0.74 -1.44 0.185
H -0.85722 -2.20042 -0.99801 -3.23 -1.96 0.16 0.338
H 1.08604 -0.98877 2.71217 1.82 -0.68 1.97 -0.196
H 0.56207 -1.64760 -1.85985 0.44 0.75 -0.89 0.281


25
Properties=species:S:1:pos:R:3:forces:R:3:mulliken_charge:R:1 method="wB97M-V/def2-TZVPD" total_charge=-1 lumo_energy_ev=3.46 molar_mass_g_mol=179.57 max_force_ev_per_a=3.479 orbital_gap_ev=10.1 de_lowest_kcal_mol=117.8
Cl -10.50184 10.39288 -9.62453 -1.02 -0.12 -0.19 -1.215
O -12.95544 8.95273 -8.58657 -1.27 -0.84 -0.56 -0.675
O -9.78612 12.94199 -9.47428 0.55 1.93 0.15 -0.621
O -11.81044 10.92872 -7.51166 -0.81 1.62 2.56 -0.679
O -9.26562 11.66639 -11.71094 0.62 0.39 -1.71 -0.706
O -13.33839 11.34448 -10.21383 -0.88 0.17 -0.09 -0.697
O -10.62929 9.01337 -11.67995 -0.22 -2.15 -2.73 -0.741
O -8.42349 10.63792 -8.13683 1.91 0.32 1.37 -0.708
O -10.46097 8.07303 -8.01811 0.38 -0.87 0.81 -0.658
H -10.35738 7.25806 -8.50936 -0.07 -0.26 -0.15 0.323
H -10.22164 8.76018 -8.64002 0.39 0.02 -0.18 0.188
H -8.31142 9.70142 -7.97365 0.02 -0.23 0.17 0.290
H -13.03134 12.11692 -10.68848 0.12 0.26 -0.01 0.306
H -13.30467 9.81347 -8.81763 -0.54 -0.45 -0.20 0.160
H -11.24199 10.56508 -8.19055 -0.24 0.34 1.18 0.332
H -9.73846 13.13777 -8.53852 -0.04 -0.03 0.32 0.302
H -10.33203 12.15756 -9.52783 -0.23 0.61 0.26 0.446
H -12.00580 9.05375 -8.65135 -0.23 -0.62 0.36 0.386
H -10.56929 9.43945 -10.82491 -0.09 -1.03 -1.08 0.743
H -12.54810 10.82615 -10.06215 0.50 -0.13 -0.35 0.421
H -8.97717 10.68112 -8.91645 0.77 0.24 0.15 0.473
H -8.44717 11.90410 -11.27518 0.00 0.23 0.19 0.315
H -9.78632 11.24237 -11.02880 0.36 0.13 -0.50 0.255
H -11.17964 9.59784 -12.20124 -0.05 0.05 -0.23 0.296
H -12.67690 10.96276 -7.91703 0.08 0.41 0.45 0.462


Repeat the first record exactly.
9
Properties=species:S:1:pos:R:3:forces:R:3:mulliken_charge:R:1 method="wB97M-V/def2-TZVPD" total_charge=-1 lumo_energy_ev=4.24 molar_mass_g_mol=99.15 max_force_ev_per_a=3.686 orbital_gap_ev=8.7 de_lowest_kcal_mol=30.6
Si 0.49620 0.89034 0.05520 -0.79 0.55 2.62 0.247
N 0.88247 -1.32494 -1.98961 0.18 -0.72 -0.75 -0.506
N -1.78464 -2.20541 0.65154 -0.40 -0.33 0.00 -0.696
N -0.96770 -0.06721 0.76054 0.80 3.19 0.53 -0.618
N -1.39054 -1.13558 0.69260 -0.71 -3.60 -0.30 0.894
C 0.64362 -0.43859 -1.30261 -0.37 0.14 0.32 0.181
H 1.92447 1.16212 -0.24266 0.34 0.70 -0.34 -0.220
H 0.77559 1.24396 1.68563 -0.13 -0.32 -1.49 -0.163
H -0.57946 1.87532 -0.31065 1.08 0.39 -0.58 -0.119


Copy entry 2 word for word.
13
Properties=species:S:1:pos:R:3:forces:R:3:mulliken_charge:R:1 method="wB97M-V/def2-TZVPD" total_charge=-1 lumo_energy_ev=4.31 molar_mass_g_mol=82.08 max_force_ev_per_a=1.497 orbital_gap_ev=8.4 de_lowest_kcal_mol=4.3
O 0.30695 -1.42456 -1.96196 1.10 0.63 0.80 -0.720
O -0.60932 0.13103 0.06117 0.31 0.30 -0.37 -0.928
O 0.29737 2.46991 -0.89579 0.39 -1.07 -0.20 -0.734
N -0.31211 -1.21159 2.04947 -0.10 0.77 -0.93 -0.803
C 0.11159 -0.01685 1.18586 -0.14 -0.59 1.01 -0.363
H 1.22721 -1.56113 -1.65065 -0.77 -0.08 -0.47 0.273
H -1.32307 -1.05239 2.05208 0.06 -0.20 0.26 0.283
H 0.03852 1.57475 -0.47233 -0.54 0.63 -0.09 0.433
H 1.18825 -0.17721 0.99539 0.20 0.03 0.11 0.283
H 0.01318 0.81931 1.90919 0.14 0.18 -0.25 0.303
H 0.72769 2.11483 -1.69057 -0.13 0.45 0.17 0.279
H 0.02073 -0.71231 -1.29069 -0.51 -0.62 -0.07 0.420
H -0.23229 -1.96281 1.37213 0.00 -0.43 0.03 0.274